Record 1
Formula: C2H8NS
Source: the Open Molecules 2025 dataset
Level of theory: ωB97M-V with the def2-TZVPD basis set

Geometry (Å):
1 N -2.0841 2.5619 -1.0448
2 H -1.1759 2.4700 -1.3855
3 H -2.0188 2.1161 -0.1257
4 H -2.5764 1.8259 -1.5225
5 C 1.3369 -0.7813 1.1349
6 C 0.6462 -1.5655 0.0367
7 S 1.1156 -1.1472 -1.6671
8 H 0.6626 0.0409 1.4761
9 H 2.2312 -0.2308 0.7166
10 H 1.4705 -1.3227 2.0174
11 H -0.4128 -1.3234 0.1579
12 H 0.8048 -2.6439 0.2060

Summary:
- calculated total energy (eV) = -14529.5234
- maximum force (eV/Å) = 3.176
- total charge = -1
- HOMO energy (eV) = -2.2460
- LUMO (eV) = 4.073
- energy above the lowest of the compared OMol25 structures with the same formula, charge and spin (kcal per mole) = 13.1
- gap between HOMO and LUMO (eV) = 6.319

natural (NBO) population analysis, charges in e, atoms 1 to 4: number 1, N, carries -1.06; number 2, H, carries 0.36; number 3, H, carries 0.35; number 4, H, carries 0.35

Record 2
Formula: C26H32N3O3
Source: the Open Molecules 2025 dataset
Level of theory: ωB97M-V with the def2-TZVPD basis set

Geometry (Å):
1 C 0.8704 2.4524 4.8417
2 O 1.3664 1.2384 4.2299
3 C 2.3685 1.3231 3.3303
4 C 3.1670 2.4545 3.0825
5 C 4.2160 2.3402 2.1637
6 C 4.4877 1.1491 1.5006
7 C 3.6597 0.0327 1.7236
8 O 3.7774 -1.1988 1.1706
9 C 4.8642 -1.4389 0.2531
10 C 2.5944 0.1612 2.6063
11 N 1.7524 -0.9716 2.8542
12 C 0.3996 -0.9960 2.7230
13 C -0.3310 0.0822 2.0641
14 C -1.6581 -0.1762 1.6654
15 C -2.5492 0.9543 1.4541
16 C -3.9515 0.5790 1.9853
17 C -4.5920 1.3622 2.9569
18 C -5.8469 0.9847 3.4487
19 C -6.4814 -0.1567 2.9497
20 C -5.8596 -0.9270 1.9620
21 C -4.5687 -0.5894 1.5150
22 O 0.1771 1.2255 1.8474
23 N -0.0229 -2.1615 3.2866
24 C -1.3909 -2.6187 3.4894
25 C 1.0782 -2.8756 3.7443
26 C 2.1752 -2.1421 3.4642
27 H 0.0605 2.1187 5.4934
28 H 1.6630 2.9433 5.4286
29 H 0.4849 3.1455 4.0760
30 H 2.9583 3.3855 3.6074
31 H 4.8441 3.2119 1.9791
32 H 5.3327 1.0557 0.8155
33 H 4.7400 -2.4811 -0.0393
34 H 4.7918 -0.7850 -0.6266
35 H 5.8386 -1.2961 0.7407
36 H -2.0102 -1.2001 1.5505
37 H -2.1843 1.7860 2.0724
38 H -4.0918 2.2653 3.3205
39 H -6.3162 1.5755 4.2405
40 H -7.4580 -0.4421 3.3324
41 H -6.3598 -1.7974 1.5286
42 H -4.0611 -1.1900 0.7438
43 H -1.3925 -3.3277 4.3290
44 H -2.0533 -1.7784 3.7320
45 H -1.7770 -3.1445 2.6040
46 H 0.9653 -3.8226 4.2461
47 H 3.2149 -2.3174 3.6584
48 C -2.5624 2.1733 -2.6703
49 C -3.8989 1.7966 -2.0381
50 C -3.8957 1.7024 -0.5277
51 N -2.5191 1.4262 0.0865
52 C -1.4330 0.7705 -0.8102
53 C -1.5369 1.1123 -2.3014
54 H -2.7207 2.1301 -3.7523
55 H -2.2347 3.2030 -2.4599
56 H -4.7178 2.4614 -2.3349
57 H -4.1547 0.7996 -2.4324
58 H -4.2743 2.6111 -0.0248
59 H -4.5601 0.8731 -0.2630
60 H -2.0924 2.3517 0.1709
61 H -0.4921 1.1535 -0.3857
62 H -1.4630 -0.3235 -0.6561
63 H -1.8330 0.1922 -2.8253
64 H -0.5491 1.3707 -2.6989

Summary:
- calculated total energy (eV) = -38085.9885
- maximum force (eV/Å) = 3.967
- total charge = +1
- HOMO energy (eV) = -9.8160
- LUMO (eV) = -2.141
- energy above the lowest of the compared OMol25 structures with the same formula, charge and spin (kcal per mole) = 34.6
- SMILES = COc1cccc(OC)c1-n1cc[n+](C)c1/C([O-])=C/[C@H](c1ccccc1)[NH+]1CCCCC1
- gap between HOMO and LUMO (eV) = 7.675

natural (NBO) population analysis, charges in e, atoms 1 to 4: number 1, C, carries -0.25; number 2, O, carries -0.51; number 3, C, carries 0.38; number 4, C, carries -0.32